# 1
Entry from the Open Molecules 2025 dataset: a structure of composition C2H7N5O in a non-equilibrium geometry (ωB97M-V/def2-TZVPD).

```
15
Properties=species:S:1:pos:R:3:forces:R:3
C -1.0069 0.7276 -0.3140 -1.0201 2.2535 4.0111
C 0.9425 -0.5940 0.1337 3.7849 -1.1649 -2.9206
H -2.9494 -1.5892 -0.4063 0.5621 1.7063 2.5253
H -1.7102 -1.0838 0.9103 -4.7583 1.1449 -2.4895
H -2.9853 1.0446 -0.5179 -4.6379 6.3881 2.0301
H 0.4742 2.0692 0.5241 -2.9865 -1.6142 -0.6144
H 1.0832 -1.7333 0.0294 0.7046 1.5550 0.9813
H 3.3274 -0.6927 0.8664 1.2285 2.2476 -4.6012
H 3.9697 0.8748 -0.6377 -2.9622 -4.0600 2.3283
N -2.8022 -0.7856 0.3467 2.5041 -1.6791 -1.6025
N -2.4777 0.3340 -0.6938 9.0049 -6.4913 1.0654
N -0.6094 1.8559 0.3721 0.0045 -3.2271 -3.7090
N 1.9134 0.2851 -0.0928 -4.3081 -0.9340 -0.4788
N 3.2165 -0.1714 -0.3090 1.7638 0.6038 3.8318
O -0.3858 -0.5412 -0.2112 1.1158 3.2714 -0.3572
```
Forces are in eV/Å.

The calculation puts the energy at -429.092892 Eh. Its spin multiplicity is 1. As for the LUMO energy: -0.002 Ha. Its relative energy (zero: lowest compared OMol25 entry of this formula, charge and spin) is 867.9 kJ/mol. The maximum force comes out at 11.15 eV/A. As for the orbital gap: 9.059 eV.


# 2
Entry from the Open Molecules 2025 dataset: the molecule C2H7N5S in a non-equilibrium geometry (ωB97M-V/def2-TZVPD).

```
15
Properties=species:S:1:pos:R:3:forces:R:3
C 0.5208 -0.3164 0.0514 -0.2956 -2.7309 1.0091
C -1.7247 -1.0847 -0.0756 -1.4040 2.1422 -1.3216
H -0.8405 1.6365 1.2542 0.3310 -0.1868 -0.9659
H -1.2333 1.7158 -0.3570 -1.4841 0.1317 0.0803
H 1.2753 1.5132 -0.3764 1.5931 0.0748 -0.3919
H 1.7052 -1.9795 -0.1451 0.3201 1.9913 0.2499
H 3.6646 -0.1399 0.9086 0.4719 0.2224 0.4437
H -2.3831 -2.0790 -0.0074 1.4691 2.3041 0.2252
H -3.2699 -0.0901 -0.7832 1.7134 0.0031 -0.2583
N -0.5199 1.9262 0.3110 1.4271 -1.0288 -0.0504
N 0.4792 0.9696 -0.2153 -2.3527 1.6854 1.4872
N 1.7636 -0.9360 0.0286 0.7178 0.1068 -0.9530
N -0.4257 -1.2187 0.4103 -0.8249 1.0217 -1.5941
N -2.2207 0.0531 -0.6836 -0.4116 -4.1414 2.0025
S 3.2091 0.0299 -0.3205 -1.2707 -1.5958 0.0371
```
Forces are in eV/Å.

The calculation puts the energy at -752.282774 Eh. Its spin multiplicity is 1. As for the LUMO energy: 0.017 Ha. Its relative energy (zero: lowest compared OMol25 entry of this formula, charge and spin) is 113.5 kJ/mol. The maximum force comes out at 4.62 eV/A. As for the orbital gap: 9.014 eV. The SMILES is [H]/N=C/N=C(\NN)NS.


# 3
Entry from the Open Molecules 2025 dataset: the molecule C2H7NO in a non-equilibrium geometry (ωB97M-V/def2-TZVPD).

```
11
Properties=species:S:1:pos:R:3:forces:R:3
O 1.4703 0.4857 0.5379 -2.2683 -0.3698 0.0039
H 1.0730 0.5629 -0.3409 1.6260 1.0617 -0.5792
C -0.8389 -0.1630 -1.3220 -0.2694 -1.6201 0.6694
C 0.2704 -0.3300 0.8699 0.3279 -0.5444 0.5700
N -0.9160 0.0047 0.1573 -0.5410 -0.0145 -1.9625
H -1.8172 -0.3579 -1.8175 0.4218 0.9787 0.5551
H -0.2169 0.5699 -1.8273 -0.2538 0.3183 -0.3473
H -0.3831 -1.1443 -1.4817 0.4094 0.0660 0.0098
H 0.6188 -1.3290 0.5351 -0.7778 0.1496 0.5912
H -0.0308 -0.2952 1.9264 0.8915 0.0455 -0.1532
H -1.3793 0.8862 0.3430 0.4338 -0.0711 0.6426
```
Forces are in eV/Å.

The calculation puts the energy at -210.348648 Eh. Its spin multiplicity is 1. As for the LUMO energy: 0.036 Ha. Its relative energy (zero: lowest compared OMol25 entry of this formula, charge and spin) is 131.5 kJ/mol. The maximum force comes out at 2.30 eV/A. As for the orbital gap: 10.555 eV. The SMILES is CNCO.


# 4
Entry from the Open Molecules 2025 dataset: a cluster of 2 separate species, C2H7NO in total in a non-equilibrium geometry (ωB97M-V/def2-TZVPD).

```
11
Properties=species:S:1:pos:R:3:forces:R:3
C 0.0031 -0.4531 0.1749 0.2989 -2.0710 1.7268
C -0.9341 -0.2857 1.4153 0.1668 -3.0457 0.2032
H 0.1514 0.4220 -0.3415 -0.2535 1.8481 -1.2736
H 1.0287 -0.7306 0.4870 -0.3819 0.1544 0.3515
H -0.2334 -1.3100 -0.5055 -0.4643 0.9749 0.5346
H -0.7385 0.4680 2.1644 0.2539 0.7330 -0.4723
H -0.7430 -1.2287 2.0146 -0.3673 0.7952 -0.4703
H -2.0173 -0.3590 1.2019 0.5995 0.4649 -0.1861
H 1.9959 1.0620 -1.8527 0.0666 -0.0050 0.0718
N 1.1012 0.7286 -2.2980 -0.4684 0.8119 -0.4684
O 0.3859 1.6863 -2.4603 0.5498 -0.6607 -0.0171
```
Forces are in eV/Å.

The calculation puts the energy at -210.268317 Eh. Its spin multiplicity is 1. As for the LUMO energy: -0.013 Ha. Its relative energy (zero: lowest compared OMol25 entry of this formula, charge and spin) is 342.4 kJ/mol. The maximum force comes out at 3.06 eV/A. As for the orbital gap: 9.318 eV. The SMILES is N=O.CC.


# 5
Entry from the Open Molecules 2025 dataset: the molecule C2H7NO in a non-equilibrium geometry (ωB97M-V/def2-TZVPD).

```
11
Properties=species:S:1:pos:R:3:forces:R:3
C -0.6355 0.5695 0.3906 0.0294 -1.1075 1.3641
O -0.6390 1.8847 -0.0406 1.8843 2.3799 0.2411
C 0.6851 -0.1920 0.0462 -3.4281 -1.3232 -1.8151
N 0.0045 -1.5879 -0.2956 3.4690 0.5387 -1.3318
H -0.7835 0.5492 1.5278 -0.2576 -0.3548 -1.4627
H -1.5053 0.0147 -0.1872 1.6190 1.4709 1.5270
H 0.1956 2.3693 0.3003 -2.1459 -1.2889 -0.7622
H 1.2216 0.3790 -0.7437 -0.6306 -0.6708 -0.2413
H 1.4460 -0.4256 0.7520 0.0527 0.0314 1.2890
H 0.8248 -2.0553 -0.8061 -2.0891 0.1471 0.7099
H -0.8143 -1.5056 -0.9438 1.4969 0.1772 0.4820
```
Forces are in eV/Å.

The calculation puts the energy at -210.333505 Eh. Its spin multiplicity is 1. As for the LUMO energy: 0.035 Ha. Its relative energy (zero: lowest compared OMol25 entry of this formula, charge and spin) is 171.3 kJ/mol. The maximum force comes out at 4.10 eV/A. As for the orbital gap: 10.720 eV. The SMILES is NCCO.


# 6
Entry from the Open Molecules 2025 dataset: a cluster of 2 separate species, C2H7NO in total in a non-equilibrium geometry (ωB97M-V/def2-TZVPD).

```
11
Properties=species:S:1:pos:R:3:forces:R:3
C 1.5858 1.2465 -1.7783 -0.0119 0.3677 -1.3090
C 0.8146 0.9600 -0.7526 -0.9378 -0.2609 0.2967
H 0.1263 -1.4573 1.1453 1.8642 -0.3348 0.7830
H -1.1422 0.3472 1.0531 -1.1240 -1.0987 0.9235
H -2.4090 -0.7151 1.4163 0.0904 -0.1225 -0.3816
H 2.2704 2.0851 -1.7703 0.3004 -0.1738 0.2696
H 1.4729 0.7818 -2.7796 -0.0233 0.1066 0.9044
H 0.8600 1.4650 0.2072 0.3163 0.1643 -0.1169
H -0.0064 0.2469 -0.8282 0.4106 -0.1537 -0.1042
N -1.4186 -0.5498 1.5485 1.2785 1.4768 -0.8156
O -0.7055 -1.5180 0.7377 -2.1634 0.0289 -0.4499
```
Forces are in eV/Å.

The calculation puts the energy at -210.285065 Eh. Its spin multiplicity is 1. As for the LUMO energy: 0.040 Ha. Its relative energy (zero: lowest compared OMol25 entry of this formula, charge and spin) is 298.5 kJ/mol. The maximum force comes out at 2.21 eV/A. As for the orbital gap: 10.768 eV. The SMILES is C=C.NO.


# 7
Entry from the Open Molecules 2025 dataset: the molecule C2H7NO in a non-equilibrium geometry (ωB97M-V/def2-TZVPD).

```
11
Properties=species:S:1:pos:R:3:forces:R:3
C 0.1893 -0.5961 0.5200 0.9268 1.0675 0.9643
O 1.5159 -1.0996 0.7244 -0.3086 0.7865 -1.1158
C 0.2029 0.4095 -0.6088 -0.9008 0.1004 -0.6192
N -0.9577 1.3164 -0.5285 0.3548 -0.0069 0.2786
H -0.0114 -0.0176 1.4351 -0.5102 -0.1386 -0.0665
H -0.5890 -1.3475 0.3912 0.1625 -0.2365 -0.0872
H 1.4560 -1.9461 1.1177 -0.0131 -1.2984 0.6223
H 0.1216 -0.1008 -1.5681 0.3494 -0.1078 -0.0787
H 1.1199 0.9947 -0.6136 0.1681 -0.1404 0.2150
H -1.6387 1.1360 -1.2438 -0.1642 -0.1188 -0.0773
H -1.4087 1.2511 0.3744 -0.0647 0.0930 -0.0355
```
Forces are in eV/Å.

The calculation puts the energy at -210.370399 Eh. Its spin multiplicity is 1. As for the LUMO energy: 0.035 Ha. Its relative energy (zero: lowest compared OMol25 entry of this formula, charge and spin) is 74.4 kJ/mol. The maximum force comes out at 1.71 eV/A. As for the orbital gap: 10.249 eV. The SMILES is NCCO.


# 8
Entry from the Open Molecules 2025 dataset: a structure of composition C2H7NO2 in a non-equilibrium geometry (ωB97M-V/def2-TZVPD).

```
12
Properties=species:S:1:pos:R:3:forces:R:3
C -1.0162 0.7152 -1.0178 1.9527 -0.6681 1.3298
C 1.3400 0.3772 0.0211 -4.0523 -0.2579 0.5424
N -0.2360 0.3850 0.1860 1.6001 -2.2937 1.5461
O -0.8319 -1.6314 1.8507 1.0557 -0.1671 1.0773
O -0.5668 -1.3915 0.5270 0.6521 2.5498 -1.6437
H -2.0050 0.7914 -0.6362 -0.9520 0.6883 -0.3164
H -0.4961 1.6046 -1.4058 -0.7573 0.1406 0.1402
H -0.9626 -0.0276 -1.7847 0.0729 -0.7292 -0.6305
H 1.6626 -0.3128 0.8040 0.3742 0.2837 -0.4590
H 1.4793 0.0882 -0.9914 0.9895 -0.5631 -0.7376
H 1.6197 1.4067 0.1861 0.3073 0.1898 0.1723
H 0.0130 -2.0048 2.2609 -1.2428 0.8270 -1.0210
```
Forces are in eV/Å.

The calculation puts the energy at -285.411560 Eh. Its spin multiplicity is 1. As for the LUMO energy (spin up / spin down): 0.024 / 0.024 Ha. Its relative energy (zero: lowest compared OMol25 entry of this formula, charge and spin) is 683.3 kJ/mol. The maximum force comes out at 4.10 eV/A. As for the orbital gap (spin up / spin down): 9.866 / 9.866 eV.


# 9
Entry from the Open Molecules 2025 dataset: a cluster of 2 separate species, C2H7NO2 in total in a non-equilibrium geometry (ωB97M-V/def2-TZVPD).

```
12
Properties=species:S:1:pos:R:3:forces:R:3
N -0.3966 0.2434 2.3764 0.3776 0.0530 -0.1766
H -0.6846 -0.3677 0.8457 -0.0999 0.2034 0.8016
H 0.0650 -0.3935 3.0239 -0.0709 -0.2032 -0.1894
H 0.2793 0.9924 2.2441 0.0001 0.0993 0.1018
H -1.1444 0.6635 2.9204 -0.2793 -0.0440 -0.2159
O -0.6979 -0.6486 -0.1536 0.3589 0.1781 -0.0070
C 0.1368 0.0342 -0.8275 -1.2262 -1.3077 -0.5493
O 0.7810 0.9832 -0.3431 0.4937 0.5753 0.2247
C 0.3586 -0.3172 -2.2681 0.5219 0.6288 -0.2394
H 0.5274 0.5952 -2.8412 0.0876 -0.0955 -0.0437
H 1.2653 -0.9246 -2.3023 -0.0074 -0.0339 -0.0351
H -0.4900 -0.8603 -2.6746 -0.1560 -0.0535 0.3282
```
Forces are in eV/Å.

As for the net charge: +1. The calculation puts the energy at -285.318350 Eh. Its spin multiplicity is 2. As for the LUMO energy (spin up / spin down): -0.154 / -0.346 Ha. Its relative energy (zero: lowest compared OMol25 entry of this formula, charge and spin) is 0.0 kJ/mol. The maximum force comes out at 1.87 eV/A. As for the orbital gap (spin up / spin down): 12.298 / 6.990 eV. As for the expectation value of S²: 0.75.